This record from the Open Molecules 2025 dataset describes a 3-piece molecular cluster, C3H8N2O2 overall. The level of theory is wB97M-V/def2-TZVPD.

Each line ends with the Löwdin charge.
Cartesian coordinates (Å):
C (-1.0323, 1.6329, -2.4781)  -0.200
C (-0.3411, 1.9322, -1.3334)  -0.144
N (0.1039, 0.7332, -0.7748)  0.042
C (-0.1516, -0.1848, -1.7655)  -0.184
N (-1.0555, 0.2690, -2.7091)  0.042
H (-1.4863, 2.4310, -3.0007)  0.077
H (0.2271, 2.8171, -0.9367)  0.119
H (0.4328, 0.5247, 0.1552)  0.096
H (0.1871, -1.2012, -1.6926)  0.100
O (0.9144, -0.4923, 1.9641)  0.011
H (1.7482, -0.7851, 2.0064)  -0.027
H (0.3035, -0.9289, 2.5447)  0.028
O (0.6702, -2.5027, 4.2917)  -0.126
H (0.1188, -3.2346, 4.6579)  0.049
H (1.6029, -2.9595, 4.0685)  0.118

## Properties
E_HOMO   -8.3 eV
SMILES   c1c[nH]cn1.O.O
Energy relative to the best compared isomer or geometry (same formula, charge and spin)   220.82 kJ/mol
Multiplicity   1
LUMO level   0.2 eV
Energy   -10314.6636 eV
Gap between HOMO and LUMO   0.3104 Eh